C6H22Ag2CsO16P2 as an isolated structure in a non-equilibrium geometry. Source: the Open Molecules 2025 dataset; level of theory: ωB97M-V/def2-TZVPD.

```
49
Properties=species:S:1:pos:R:3:lowdin_spin:R:1
Ag 4.10 13.57 0.84 0.3892
Ag 1.86 12.06 -1.27 0.1816
Cs 2.12 11.91 3.41 -0.0029
P 1.80 14.78 -0.37 -0.0243
O 0.67 13.79 -0.70 0.2178
O 2.28 14.72 1.13 0.1421
O 1.75 16.18 -1.00 0.2764
O 2.93 14.05 -1.08 0.4842
P 4.29 11.02 -0.15 0.0015
O 3.13 11.69 0.66 0.1593
O 4.61 9.54 0.25 0.0093
O 5.36 12.09 0.14 0.1255
O 3.83 11.10 -1.60 0.0361
O 7.86 12.92 0.63 0.0011
H 7.66 13.45 1.41 0.0003
H 7.00 12.56 0.33 0.0005
O 2.10 8.33 -0.13 0.0004
H 1.41 8.97 0.03 0.0004
H 2.93 8.85 -0.14 0.0000
C 7.04 10.31 -3.27 0.0000
C 8.03 10.14 -2.11 0.0001
O 8.91 11.27 -1.98 0.0000
O 6.16 11.40 -3.10 0.0011
H 6.46 9.40 -3.45 0.0000
H 7.60 10.55 -4.18 0.0000
H 8.66 9.26 -2.26 0.0000
H 7.35 10.11 -1.25 0.0001
H 8.72 11.63 -1.11 0.0000
H 5.54 11.34 -2.33 0.0001
C 4.18 7.52 3.07 0.0000
C 5.07 7.25 4.24 0.0000
O 6.47 7.53 3.94 0.0000
O 4.04 8.91 2.88 -0.0001
H 3.21 7.06 3.29 0.0000
H 4.55 6.96 2.20 0.0000
H 5.09 6.20 4.53 0.0000
H 4.91 7.93 5.09 0.0000
H 6.49 7.63 2.97 0.0000
H 4.01 9.15 1.93 -0.0001
C 5.45 6.68 -0.99 0.0000
C 6.81 7.00 -0.29 0.0000
O 6.59 7.89 0.79 0.0001
O 4.91 7.77 -1.66 0.0000
H 4.73 6.35 -0.23 0.0000
H 5.67 5.81 -1.62 0.0000
H 7.62 7.37 -0.91 0.0000
H 7.07 6.02 0.13 0.0000
H 5.93 8.55 0.47 0.0000
H 4.85 8.50 -0.99 -0.0001
```

The relative energy (zero: lowest compared OMol25 entry of this formula, charge and spin) comes out at 17.29 kcal/mol. Its orbital gap (spin up / spin down) is 7.12 / 5.84 eV. Its charge is -1. The expectation value of S² is 2.02. As for the multiplicity: 3. The value obtained for the electronic energy is -2442.643769 hartree.